Record 1
A molecular structure, C37H45N2P2Si2Zr in a non-equilibrium geometry, computed with the ωB97M-V functional and the def2-TZVPD basis.

```
89
Properties=species:S:1:pos:R:3
Zr -0.249 -0.757 0.574
C 2.918 2.339 0.052
N 1.868 1.307 -0.123
P 2.225 -0.326 -0.408
C 3.809 -0.532 -1.161
C 3.869 -0.547 -2.560
C 5.101 -0.651 -3.183
C 6.255 -0.756 -2.414
C 6.190 -0.753 -1.025
C 4.967 -0.645 -0.386
C 2.301 -1.011 1.303
C 2.549 -2.379 1.484
C 2.446 -2.960 2.741
C 2.074 -2.190 3.838
C 1.832 -0.833 3.680
C 1.942 -0.240 2.421
P 0.226 1.746 -0.288
C -0.128 2.571 1.278
C -0.548 1.752 2.332
C -0.686 2.210 3.626
C -0.411 3.551 3.876
C -0.013 4.395 2.846
C 0.129 3.913 1.550
C 0.109 2.911 -1.624
C 0.987 2.782 -2.702
C 0.914 3.680 -3.754
C -0.041 4.690 -3.738
C -0.935 4.801 -2.679
C -0.868 3.910 -1.620
H 3.561 2.369 -0.827
H 3.528 2.125 0.931
H 2.455 3.313 0.181
H 2.965 -0.484 -3.156
H 5.164 -0.662 -4.263
H 7.216 -0.847 -2.903
H 7.096 -0.837 -0.439
H 4.921 -0.641 0.696
H 2.892 -2.974 0.645
H 2.671 -4.012 2.868
H 2.005 -2.643 4.819
H 1.596 -0.219 4.540
H 1.858 0.834 2.327
H -0.806 0.698 2.153
H -1.021 1.559 4.422
H -0.518 3.940 4.880
H 0.190 5.437 3.054
H 0.435 4.586 0.758
H 1.730 1.992 -2.720
H 1.600 3.595 -4.586
H -0.091 5.394 -4.558
H -1.682 5.583 -2.678
H -1.572 4.000 -0.800
C -4.042 -1.697 -2.623
Si -2.703 -0.700 -1.845
C -3.167 1.089 -1.836
C -1.087 -0.952 -2.759
C -2.247 -1.308 -0.077
C -1.758 -2.727 -0.201
C -2.522 -3.860 -0.460
C -1.884 -5.072 -0.632
C -0.490 -5.151 -0.538
C 0.215 -4.017 -0.240
N -0.412 -2.832 -0.060
Si -3.270 -1.056 1.489
C -1.944 -1.619 2.775
C -3.638 0.757 1.640
C -4.776 -2.080 1.717
H -4.223 -1.291 -3.623
H -4.981 -1.620 -2.068
H -3.795 -2.753 -2.741
H -3.298 1.413 -2.873
H -2.422 1.745 -1.388
H -4.118 1.259 -1.326
H -1.151 -0.553 -3.775
H -0.815 -2.007 -2.847
H -0.237 -0.428 -2.292
H -3.596 -3.768 -0.545
H -2.461 -5.962 -0.849
H 0.031 -6.085 -0.692
H 1.287 -4.030 -0.135
H -0.898 -1.777 2.424
H -2.192 -2.625 3.123
H -1.886 -0.963 3.644
H -3.001 1.381 1.011
H -3.567 1.117 2.669
H -4.669 0.934 1.320
H -4.575 -3.152 1.695
H -5.518 -1.849 0.949
H -5.221 -1.842 2.687
```

- total charge = +3
- HOMO (Eh) = -0.6188
- spin multiplicity = 1
- Kohn-Sham gap (eV) = 7.1921

Record 2
A molecular structure, C37H45N5O4PRuS2 in a non-equilibrium geometry, computed with the ωB97M-V functional and the def2-TZVPD basis.

```
95
Properties=species:S:1:pos:R:3
Ru 0.943 -0.411 0.463
N -1.340 -1.656 -0.723
C -2.375 -1.768 0.303
C -2.828 -3.247 0.536
C -4.278 -3.641 0.193
C -5.270 -3.319 1.308
N -5.104 -1.968 1.814
C -5.697 -0.905 1.319
N -6.803 -1.000 0.552
N -5.237 0.306 1.667
C -1.865 -1.188 1.635
O -2.740 -1.018 2.542
O -0.651 -0.983 1.808
H -1.711 -1.903 -1.634
H -0.605 -2.336 -0.514
H -3.217 -1.143 -0.010
H -2.639 -3.528 1.577
H -2.164 -3.859 -0.073
H -4.317 -4.721 0.037
H -4.589 -3.163 -0.745
H -5.090 -3.996 2.142
H -6.299 -3.483 0.986
H -4.163 -1.734 2.220
H -7.086 -1.896 0.204
H -7.128 -0.189 0.063
H -4.311 0.320 2.088
H -5.549 1.121 1.170
C 6.363 -0.304 0.422
C 5.149 -0.509 -0.486
C 4.769 -1.985 -0.496
C 4.010 0.401 0.000
C 4.344 1.866 -0.266
O 3.588 2.176 -1.475
C 2.673 1.213 -1.589
N 2.737 0.219 -0.793
C 1.759 1.429 -2.740
C 2.333 1.396 -4.007
C 1.582 1.740 -5.117
C 0.277 2.184 -4.944
C -0.288 2.220 -3.678
C 0.429 1.798 -2.557
P -0.233 1.663 -0.835
C -2.034 1.804 -1.249
C -2.857 2.866 -0.895
C -4.165 2.945 -1.372
C -4.668 1.961 -2.207
C -3.871 0.867 -2.527
C -2.574 0.787 -2.043
C 0.158 3.323 -0.189
C 1.084 4.161 -0.793
C 1.430 5.371 -0.198
C 0.841 5.758 0.993
C -0.098 4.928 1.599
C -0.424 3.715 1.020
H 7.180 -0.958 0.109
H 6.098 -0.561 1.453
H 6.737 0.726 0.413
H 5.394 -0.204 -1.513
H 3.871 -2.169 -1.079
H 4.581 -2.332 0.523
H 5.585 -2.582 -0.916
H 3.804 0.214 1.044
H 5.393 2.043 -0.475
H 4.000 2.529 0.527
H 3.370 1.100 -4.115
H 2.020 1.690 -6.106
H -0.304 2.511 -5.799
H -1.296 2.597 -3.571
H -2.471 3.677 -0.295
H -4.775 3.804 -1.117
H -5.658 2.063 -2.635
H -4.253 0.089 -3.180
H -1.943 -0.044 -2.328
H 1.558 3.879 -1.723
H 2.169 6.007 -0.671
H 1.127 6.691 1.465
H -0.559 5.221 2.536
H -1.094 3.036 1.537
S 1.318 -2.863 -0.057
C 2.215 -3.571 1.271
C 2.507 -4.938 1.263
C 3.269 -5.509 2.271
C 3.743 -4.711 3.308
C 3.442 -3.358 3.324
C 2.676 -2.782 2.306
S 2.334 -1.068 2.350
H 2.132 -5.541 0.441
H 3.501 -6.568 2.245
H 4.347 -5.144 4.098
H 3.801 -2.720 4.127
C 0.790 1.399 2.933
O 1.004 1.302 1.541
H -0.209 1.062 3.237
H 1.503 0.839 3.535
H 0.892 2.453 3.219
```

- HOMO (spin up / spin down) (Eh) = -0.2167 / -0.2152
- spin multiplicity = 2
- Kohn-Sham gap (spin up / spin down) (eV) = 5.6620 / 5.6212
- relative energy (zero: lowest compared OMol25 entry of this formula, charge and spin) (kcal/mol) = 86.0
- expectation value of S² = 0.7584

Record 3
A molecular structure, C37H46BBrHgN9O4S3 in a non-equilibrium geometry, computed with the ωB97M-V functional and the def2-TZVPD basis.

```
102
Properties=species:S:1:pos:R:3
Hg 1.054 -0.671 -2.473
C -1.506 -4.185 1.041
C -1.751 -2.727 0.868
C -2.951 -2.126 1.162
C -3.112 -0.745 0.903
N -2.128 -0.025 0.458
N -0.938 -0.577 0.230
B 0.137 0.370 -0.071
N -0.290 1.715 -0.482
N 0.058 2.676 0.365
C -0.390 3.889 0.215
C -1.262 4.209 -0.847
C -1.578 3.243 -1.772
C -2.448 3.514 -2.949
C -1.043 1.944 -1.592
S -1.313 0.691 -2.699
C 0.114 4.859 1.264
C 1.642 4.909 1.134
C -0.240 4.299 2.649
C -0.476 6.257 1.100
N 1.274 0.334 0.865
N 0.980 -0.132 2.076
C 1.849 -0.069 3.036
C 3.118 0.524 2.828
C 3.466 0.940 1.569
C 4.795 1.526 1.247
C 2.507 0.799 0.528
S 2.846 1.164 -1.086
C 1.415 -0.630 4.372
C 0.057 -1.321 4.227
C 2.453 -1.653 4.848
C 1.304 0.526 5.373
C -0.710 -1.915 0.353
S 0.781 -2.533 -0.134
C -4.401 -0.002 1.174
C -4.641 -0.029 2.689
C -4.265 1.451 0.716
C -5.555 -0.671 0.422
H -2.367 -4.677 1.484
H -0.630 -4.339 1.668
H -1.284 -4.635 0.074
H -3.764 -2.705 1.569
H -1.672 5.200 -0.944
H -2.763 4.555 -2.969
H -3.324 2.868 -2.917
H -1.914 3.273 -3.869
H 2.044 3.901 1.205
H 2.066 5.520 1.926
H 1.933 5.330 0.175
H 0.140 3.285 2.744
H -1.318 4.285 2.799
H 0.207 4.918 3.423
H -0.202 6.688 0.140
H -0.086 6.905 1.881
H -1.561 6.238 1.191
H 3.809 0.638 3.647
H 5.437 1.544 2.123
H 4.663 2.537 0.866
H 5.268 0.950 0.452
H 0.113 -2.104 3.476
H -0.703 -0.610 3.914
H -0.243 -1.764 5.173
H 2.602 -2.418 4.089
H 2.106 -2.133 5.759
H 3.408 -1.180 5.058
H 0.600 1.273 5.014
H 2.268 1.006 5.526
H 0.954 0.155 6.333
H -3.789 0.407 3.207
H -4.785 -1.043 3.053
H -5.527 0.550 2.932
H -3.459 1.940 1.257
H -5.192 1.988 0.898
H -4.031 1.493 -0.344
H -5.727 -1.684 0.775
H -5.338 -0.705 -0.644
H -6.470 -0.104 0.570
O 5.823 -3.994 -5.899
C 5.333 -2.774 -5.563
O 5.674 -1.796 -6.152
C 4.430 -2.785 -4.384
C 4.634 -3.476 -3.200
N 3.638 -3.135 -2.366
N 2.798 -2.279 -2.942
C 3.247 -2.037 -4.160
C 2.401 -1.187 -5.116
O 2.485 -1.398 -6.307
O 1.624 -0.355 -4.547
H 5.448 -4.708 -5.369
H 5.423 -4.138 -2.895
H 3.464 -3.439 -1.420
Br -3.799 -5.286 -5.186
C -2.349 -4.227 -4.564
C -1.633 -4.631 -3.447
C -0.613 -3.805 -3.009
N -0.306 -2.652 -3.586
C -0.972 -2.295 -4.676
C -2.004 -3.053 -5.212
H -1.863 -5.552 -2.935
H -0.016 -4.077 -2.148
H -0.661 -1.370 -5.144
H -2.527 -2.725 -6.095
```

- HOMO (spin up / spin down) (Eh) = -0.2263 / -0.2993
- spin multiplicity = 2
- Kohn-Sham gap (spin up / spin down) (eV) = 5.6705 / 6.9829
- relative energy (zero: lowest compared OMol25 entry of this formula, charge and spin) (kcal/mol) = 22.7
- expectation value of S² = 0.7646

Record 4
A molecular structure, C37H46BF4N3O2PPdS2, computed with the ωB97M-V functional and the def2-TZVPD basis.

```
97
Properties=species:S:1:pos:R:3
Pd 0.163 -0.049 0.138
C 1.491 2.558 1.132
C 0.669 2.570 2.413
C 1.323 3.515 3.421
C 0.543 1.174 3.029
C -0.197 1.181 4.370
O -1.100 0.060 4.284
C -1.098 -0.362 3.013
N -0.261 0.212 2.236
C -2.049 -1.480 2.762
C -2.852 -1.837 3.851
C -3.727 -2.906 3.785
C -3.807 -3.661 2.627
C -3.023 -3.316 1.541
C -2.154 -2.225 1.576
P -1.294 -1.921 0.003
C -0.580 -3.530 -0.404
C 0.349 -4.058 0.493
C 0.931 -5.287 0.247
C 0.597 -5.996 -0.900
C -0.326 -5.475 -1.793
C -0.918 -4.244 -1.548
C -2.602 -1.566 -1.191
C -3.930 -1.349 -0.832
C -4.856 -0.983 -1.799
C -4.463 -0.828 -3.122
C -3.140 -1.043 -3.483
C -2.211 -1.408 -2.522
H 1.464 3.525 0.628
H 1.084 1.831 0.422
H 2.530 2.283 1.324
H -0.343 2.923 2.184
H 2.310 3.145 3.711
H 0.733 3.646 4.328
H 1.462 4.503 2.981
H 1.548 0.749 3.125
H -0.801 2.077 4.511
H 0.442 1.026 5.235
H -2.779 -1.271 4.766
H -4.334 -3.154 4.645
H -4.472 -4.512 2.565
H -3.088 -3.907 0.634
H 0.614 -3.515 1.393
H 1.649 -5.692 0.948
H 1.056 -6.956 -1.097
H -0.589 -6.025 -2.687
H -1.640 -3.852 -2.251
H -4.255 -1.467 0.193
H -5.889 -0.826 -1.516
H -5.191 -0.545 -3.872
H -2.816 -0.926 -4.509
H -1.184 -1.578 -2.817
N 3.438 0.322 -1.146
C 3.585 -0.521 -0.140
S 2.273 -1.206 0.730
N 4.819 -0.884 0.245
C 6.064 -0.461 -0.303
C 7.034 -1.427 -0.541
C 8.272 -1.051 -1.035
C 8.541 0.284 -1.306
C 7.573 1.243 -1.056
C 6.335 0.880 -0.541
H 2.518 0.443 -1.542
H 4.218 0.514 -1.758
H 4.847 -1.631 0.922
H 6.815 -2.469 -0.347
H 9.025 -1.805 -1.218
H 9.504 0.574 -1.705
H 7.781 2.288 -1.245
H 5.609 1.644 -0.298
C -4.327 1.776 1.265
C -4.623 2.592 0.013
C -3.359 3.144 -0.635
S -2.355 1.794 -1.294
O -1.384 1.503 -0.144
C -1.412 2.581 -2.613
C -0.209 3.418 -2.201
C -0.515 4.717 -1.471
H -5.242 1.369 1.696
H -3.842 2.394 2.024
H -3.657 0.939 1.052
H -5.270 3.436 0.263
H -5.169 1.991 -0.718
H -2.726 3.647 0.097
H -3.571 3.838 -1.448
H -2.156 3.151 -3.178
H -1.093 1.745 -3.237
H 0.340 3.628 -3.122
H 0.455 2.792 -1.603
H -1.263 5.314 -1.999
H 0.384 5.328 -1.388
H -0.879 4.539 -0.459
F 2.205 0.080 -3.781
B 0.941 -0.355 -3.428
F -0.047 0.127 -4.268
F 0.857 -1.717 -3.239
F 0.677 0.264 -2.074
```

- total charge = +1
- HOMO (spin up / spin down) (Eh) = -0.3784 / -0.4059
- spin multiplicity = 3
- Kohn-Sham gap (spin up / spin down) (eV) = 7.7424 / 7.3274
- relative energy (zero: lowest compared OMol25 entry of this formula, charge and spin) (kcal/mol) = 0.0
- expectation value of S² = 2.0069

> Number 3 is which compound?

C37H46BBrHgN9O4S3

> Among the records above, which one has the highest spin multiplicity?

C37H46BF4N3O2PPdS2

> What is the spin multiplicity in the third record?

2